C47H44Br2CdIN7O2S4 | ωB97M-V/def2-TZVPD

Geometry as XYZ:
```
108
Properties=species:S:1:pos:R:3:forces:R:3:lowdin_charge:R:1
Cd -1.5045 -2.5368 0.1497 -2.07 -0.48 0.31 1.136
Br -2.7520 -2.2499 -5.2951 0.14 0.07 0.28 0.632
C -0.8838 -2.0994 -5.0326 1.42 -0.87 -0.60 -1.041
Br -0.0604 -3.4282 -3.7769 -0.60 0.22 -0.32 0.521
H -0.5305 -1.1809 -4.5945 -0.53 0.41 -0.05 -0.014
H -0.3598 -2.2966 -5.9954 -0.55 0.19 0.84 0.007
C -8.4061 4.9739 -0.3462 0.49 -0.95 -0.54 -0.044
C -6.9876 4.4745 -0.6084 -0.61 -1.05 0.19 -0.250
C -5.8613 5.2664 -0.4245 0.60 0.64 -0.39 -0.023
C -4.5539 4.7907 -0.7207 -1.81 0.32 0.32 -0.074
C -4.4449 3.4705 -1.0772 0.18 -0.39 0.01 -0.418
C -5.5635 2.6568 -1.2156 1.20 -1.56 -0.76 -0.110
C -6.8237 3.1256 -0.9826 -1.03 0.51 0.46 -0.046
S -2.7844 2.7904 -1.3071 -1.01 -0.67 0.38 1.010
O -2.1532 3.7847 -2.2018 0.95 0.33 0.28 -0.499
C -2.2414 2.9459 0.4960 1.18 1.07 0.24 -0.219
C -3.2231 3.0978 1.4951 -0.26 0.92 0.49 -0.046
C -2.9460 3.4784 2.8143 -1.78 -1.49 -2.02 0.014
C -1.6270 3.6255 3.1993 0.13 -0.03 0.60 -0.187
C -1.2929 3.9443 4.5350 -0.27 0.22 0.84 -0.041
C -0.0193 3.9167 5.0280 -0.06 0.31 -0.79 -0.064
C 1.0481 3.6761 4.0859 -0.96 -0.18 -0.25 -0.051
C 0.7246 3.5023 2.7506 -0.14 -0.59 1.59 -0.029
C -0.6097 3.3698 2.2732 0.87 0.39 -1.25 -0.107
C -0.8891 3.0592 0.8841 -0.90 -0.48 0.45 -0.142
C 0.2158 2.7292 -0.0742 0.58 1.57 -1.42 -0.122
C 0.7596 3.7407 -1.0026 -0.48 -0.59 1.00 -0.079
C 0.2874 5.0761 -0.9460 0.90 0.48 -0.93 -0.005
C 0.8696 6.0508 -1.7622 -0.25 -1.19 1.27 -0.051
C 1.9734 5.7372 -2.5745 0.03 -1.49 0.39 -0.062
C 2.3763 4.4084 -2.7037 0.24 0.72 0.32 -0.026
C 1.8127 3.3830 -1.9121 -1.21 0.82 0.10 -0.161
C 2.1857 2.0316 -2.0513 -1.41 -0.52 1.92 0.015
C 1.5924 1.0990 -1.2019 2.63 -0.24 -3.18 -0.092
C 0.7407 1.4787 -0.2326 -2.30 0.58 3.09 -0.339
S 0.3394 0.2176 1.0252 -0.76 -0.08 -2.51 1.095
O -0.0077 -0.9435 0.0415 0.48 0.34 0.98 -0.694
C 2.0099 -0.1293 1.4257 1.94 0.63 1.13 -0.378
C 2.2595 -1.4445 1.8070 -1.45 0.63 -0.55 -0.085
C 3.5314 -1.8382 2.1050 0.71 0.27 0.49 -0.054
C 4.5346 -0.8995 2.2354 1.48 0.94 -0.25 -0.268
C 5.8976 -1.2378 2.8262 -0.15 -1.91 -0.16 -0.055
C 4.3347 0.4534 1.8782 -1.01 -0.54 0.22 -0.024
C 3.0567 0.8612 1.4998 -0.71 -1.03 -0.14 -0.031
H -9.0229 5.0052 -1.2461 0.17 -0.34 -0.15 0.083
H -8.3634 5.9708 -0.0339 0.01 1.59 0.80 0.042
H -8.9412 4.3790 0.3975 0.21 -0.03 -0.04 0.087
H -6.0448 6.2915 -0.0656 0.41 -0.42 -0.30 0.113
H -3.6694 5.3932 -0.6899 0.21 0.43 0.27 0.108
H -5.3698 1.6199 -1.5566 -0.44 0.60 0.48 0.105
H -7.7083 2.4554 -0.9571 0.82 0.44 -0.38 0.131
H -4.2509 3.0686 1.1553 -0.02 -0.38 0.46 0.086
H -3.8219 3.4541 3.4797 0.74 0.49 -0.02 0.135
H -2.1183 4.2176 5.2119 0.40 -0.30 -0.36 0.124
H 0.0418 4.1683 6.0860 0.76 -0.25 -0.27 0.103
H 2.0965 3.5311 4.3428 -0.29 0.41 0.31 0.100
H 1.5443 3.2762 2.1278 0.65 -0.01 -0.96 0.071
H -0.4780 5.3482 -0.2275 -0.04 -0.10 -0.22 0.119
H 0.5219 7.0590 -1.6549 -0.02 0.40 -0.12 0.099
H 2.5682 6.5331 -2.9687 0.04 0.27 -0.70 0.096
H 3.2056 4.1015 -3.3378 -0.06 0.37 -0.03 0.109
H 2.9480 1.7833 -2.7358 0.58 -0.48 -0.82 0.099
H 1.7844 0.0389 -1.3309 0.24 0.08 0.14 0.108
H 1.3986 -2.1117 1.9070 0.46 -0.12 -0.34 0.112
H 3.7426 -2.8633 2.3086 0.07 -0.59 0.38 0.101
H 5.8992 -2.3380 3.1349 0.09 1.43 -0.28 0.093
H 6.0558 -0.6388 3.7295 0.17 -0.10 -0.27 0.082
H 6.7397 -1.1208 2.1083 -0.57 0.20 0.49 0.085
H 5.1712 1.1545 1.9522 -0.42 -0.16 0.01 0.122
H 2.8350 1.9071 1.2862 0.14 -0.37 -0.15 0.101
S -3.8348 -2.7887 -1.2069 2.55 -2.55 -1.67 0.501
C -4.7952 -1.6613 -0.5633 -2.25 3.23 3.15 -0.897
C -6.0153 -1.2554 -1.2962 -0.36 0.87 0.39 -0.282
N -7.0163 -0.8307 -1.7194 1.53 -0.82 0.33 0.141
C -4.6064 -1.0655 0.7466 -0.58 -1.04 -3.55 -0.843
S -3.4224 -1.5920 1.8535 1.15 0.01 0.31 0.426
C -5.4124 0.0760 0.9776 -0.59 0.29 0.99 -0.318
N -6.1128 0.9635 1.2256 0.38 -0.19 -0.06 0.173
I -3.2586 -7.3334 3.0916 0.63 0.23 -0.61 0.750
C -1.8755 -6.3043 1.8848 1.06 -0.42 -1.83 -0.753
C -0.4467 -6.4298 1.7750 -0.35 1.03 0.82 -0.259
N 0.0790 -5.3774 1.0927 -1.81 -1.07 -1.66 -0.086
N -1.0698 -4.7951 0.4140 2.86 0.70 0.81 -0.188
C -2.1609 -5.3685 0.8555 -0.99 -0.55 1.87 -0.333
H 0.2023 -7.2529 2.1543 -0.58 1.09 0.10 0.096
H 1.8155 -4.8575 -0.0862 0.17 1.20 -1.46 0.095
H -3.1139 -5.0079 0.4899 -0.08 -0.10 0.18 0.052
C 3.7405 -6.0913 0.6643 -2.19 0.83 0.42 -0.049
N 4.3199 -5.5380 -0.5516 -0.10 0.68 1.18 -0.118
C 5.4055 -6.3765 -1.0811 -0.47 0.23 -0.73 -0.017
C 3.6692 -4.4720 -1.0988 -0.40 -0.48 -1.22 -0.296
N 2.3641 -4.2668 -0.8116 0.84 -0.71 0.62 0.218
N 4.2394 -3.6660 -2.0608 -0.42 -0.48 1.06 -0.130
C 5.6738 -3.4878 -2.1394 0.73 -0.08 -1.54 -0.064
C 3.4153 -3.0266 -3.0956 0.62 0.48 0.68 -0.045
H 4.4097 -6.3751 1.4376 1.30 0.24 0.39 0.083
H 3.1523 -6.9885 0.5285 -0.25 -0.35 -0.72 0.099
H 3.0053 -5.3674 1.0968 0.92 -0.62 -0.05 0.080
H 4.9233 -7.2603 -1.5741 0.76 0.63 0.37 0.121
H 6.0798 -6.6707 -0.2718 -0.42 -0.13 0.04 0.099
H 6.0313 -5.8064 -1.7624 -0.26 -0.38 -0.32 0.058
H 1.9974 -3.4146 -1.2248 -0.44 -0.37 0.66 0.077
H 6.1237 -3.8963 -1.2442 0.26 0.43 0.11 0.080
H 6.0133 -2.4431 -2.3805 -0.77 -0.69 0.85 0.111
H 6.0643 -4.0441 -3.0234 -0.08 0.04 0.57 0.101
H 2.9265 -3.7685 -3.6920 -0.06 -0.39 -0.67 0.058
H 4.0807 -2.3578 -3.6616 -0.40 -0.44 0.00 0.105
H 2.6212 -2.4169 -2.6809 -0.03 0.34 0.15 0.042
```
Positions in Å, forces in eV/Å.

Calculated values
- largest force on an atom (eV Å⁻¹) = 5.0
- charge = 0
- LUMO (eV) = -0.6
- calculated total energy (Ha) = -9557.1778
- relative energy (zero: lowest compared OMol25 entry of this formula, charge and spin) (kJ/mol) = 131.0
- molar mass (g mol⁻¹) = 1266.308
- spin multiplicity = 1